(1)
ORCA calculation (ωB97M-V/def2-TZVPD) on a 2-piece molecular cluster, C5H12O2 overall.

Positions of all 19 atoms, in Å:
C: -0.601 1.834 0.509
O: -0.577 0.483 0.081
C: 0.671 -0.199 0.282
C: 1.096 -0.194 1.745
C: 0.466 -1.613 -0.237
C: -1.723 -0.569 -2.940
O: -0.910 0.402 -2.616
H: -0.575 1.907 1.602
H: -1.541 2.261 0.152
H: 0.240 2.403 0.088
H: 1.438 0.314 -0.322
H: 0.309 -0.630 2.370
H: 1.321 0.813 2.110
H: 2.003 -0.796 1.859
H: -0.364 -2.089 0.297
H: 1.370 -2.210 -0.082
H: 0.238 -1.616 -1.307
H: -2.067 -1.009 -1.955
H: -0.796 0.509 -1.636

Atomic forces in eV per Å
C 0.0 0.2 0.1
O 0.0 0.0 -0.1
C 0.2 -0.1 0.1
C 0.0 0.0 0.0
C 0.0 0.0 0.0
C 0.1 0.2 0.4
O -0.2 -0.1 -0.1
H 0.0 0.0 -0.2
H 0.1 0.0 0.0
H -0.1 -0.1 0.0
H -0.1 -0.1 0.1
H 0.1 0.1 -0.1
H 0.0 -0.2 -0.1
H -0.1 0.1 0.0
H 0.1 0.1 -0.1
H -0.1 0.1 0.0
H 0.0 0.0 0.2
H 0.0 0.0 -0.2
H -0.1 -0.1 0.0

Computed properties:
- Maximum force: 0.45 eV/Å
- Net charge: 0
- Relative energy (zero: lowest compared OMol25 entry of this formula, charge and spin): 378.3 kJ/mol
- E: -348.06071 Ha



(2)
ORCA calculation (ωB97M-V/def2-TZVPD) on C5H12O2 as an isolated structure at a distorted geometry.

Positions of all 19 atoms, in Å:
C: 2.172 0.085 0.967
C: 0.871 0.701 1.414
C: 0.078 1.063 0.225
O: -0.057 -1.869 -0.480
C: -1.209 0.907 0.015
C: -0.877 -1.156 -1.913
O: -1.905 -0.090 0.668
H: 1.917 -0.875 0.525
H: 2.774 0.698 0.271
H: 2.767 -0.081 1.856
H: 0.241 0.101 2.080
H: 1.120 1.656 1.897
H: 0.596 1.804 -0.378
H: -0.682 -1.556 0.202
H: -1.714 1.750 -0.468
H: -1.818 -1.675 -2.120
H: -1.165 -0.108 -2.182
H: -0.246 -1.395 -2.766
H: -2.803 -0.114 0.337

Atomic forces in eV per Å
C 0.3 -0.8 0.6
C 0.1 0.0 -0.5
C 0.2 1.7 0.2
O -2.6 2.4 -3.7
C 0.0 0.9 0.5
C 0.7 -1.6 0.1
O -0.3 0.5 0.1
H 0.4 -0.1 -0.3
H -0.6 -0.1 0.2
H 0.5 -0.2 0.1
H 0.6 -0.1 0.1
H -0.4 -0.1 0.2
H -0.4 0.2 -0.1
H 0.2 -0.1 -0.3
H -0.5 -1.0 -0.6
H 0.3 -0.6 0.9
H 0.9 -0.3 1.9
H 0.6 -0.5 0.6
H -0.2 0.0 0.0

Computed properties:
- Maximum force: 5.16 eV/Å
- Net charge: 0
- Relative energy (zero: lowest compared OMol25 entry of this formula, charge and spin): 418.6 kJ/mol
- E: -348.04537 Ha



(3)
ORCA calculation (ωB97M-V/def2-TZVPD) on a 3-piece molecular cluster, C5H12O2 overall.

Positions of all 19 atoms, in Å:
C: -1.905 -1.552 -0.163
C: -0.799 -1.133 -1.133
C: -0.360 0.303 -1.006
O: 0.277 -0.647 1.986
C: 0.845 0.766 -1.328
C: 1.583 2.166 1.184
O: 2.272 1.370 1.779
H: -2.299 -2.538 -0.432
H: -1.549 -1.580 0.870
H: -2.739 -0.841 -0.202
H: -1.167 -1.265 -2.160
H: 0.073 -1.795 -1.042
H: -1.131 1.006 -0.682
H: 0.649 -1.278 1.358
H: 1.070 1.830 -1.315
H: 1.655 0.108 -1.637
H: 0.482 2.113 1.196
H: 2.034 2.988 0.597
H: 1.006 -0.020 2.129

Atomic forces in eV per Å
C -0.1 0.0 0.0
C 0.0 0.0 -0.1
C 0.1 0.1 -0.2
O 0.2 0.0 0.0
C -0.2 -0.1 0.0
C 0.3 -0.2 0.2
O -0.3 0.4 -0.2
H 0.1 0.1 0.1
H -0.1 0.0 -0.2
H 0.1 -0.1 0.0
H 0.0 0.0 0.1
H -0.1 0.1 0.0
H 0.1 -0.1 -0.1
H -0.1 0.1 0.1
H -0.1 -0.2 0.0
H -0.1 0.1 0.0
H 0.1 0.0 0.1
H 0.0 -0.1 0.1
H 0.0 -0.1 0.0

Computed properties:
- Maximum force: 0.55 eV/Å
- Net charge: 0
- Relative energy (zero: lowest compared OMol25 entry of this formula, charge and spin): 202.3 kJ/mol
- E: -348.12777 Ha
- SMILES: C=CCC.C=O.O



(4)
ORCA calculation (ωB97M-V/def2-TZVPD) on C5H12O2 in the gas phase.

Positions of all 19 atoms, in Å:
C: -0.890 -1.599 1.991
O: -0.715 -0.698 0.524
C: 0.523 0.000 0.173
C: 1.703 -0.957 0.137
C: 0.298 0.738 -1.144
C: -0.884 1.712 -1.128
O: -2.140 1.073 -1.129
H: 0.113 -1.473 2.419
H: -0.774 -1.581 0.117
H: -1.433 -0.825 2.538
H: 0.632 0.714 0.998
H: 1.587 -1.684 -0.675
H: 1.808 -1.498 1.082
H: 2.625 -0.395 -0.046
H: 0.147 0.007 -1.950
H: 1.222 1.285 -1.377
H: -0.775 2.399 -0.271
H: -0.856 2.322 -2.037
H: -2.170 0.498 -0.351

Atomic forces in eV per Å
C 0.1 0.3 0.3
O 0.1 -0.6 0.1
C 0.1 0.1 0.1
C 0.0 0.0 0.0
C 0.0 -0.1 0.0
C 0.4 0.2 -0.1
O -0.1 -0.1 0.2
H 0.3 -0.1 -0.2
H 0.0 0.3 -0.4
H -0.4 0.1 0.0
H 0.0 -0.1 -0.1
H 0.0 0.1 0.1
H 0.0 0.1 -0.2
H -0.2 -0.1 0.0
H 0.0 0.1 0.1
H -0.2 -0.1 0.1
H -0.1 -0.1 -0.1
H 0.0 -0.1 0.2
H -0.1 0.1 -0.2

Computed properties:
- Maximum force: 0.64 eV/Å
- Net charge: 0
- Relative energy (zero: lowest compared OMol25 entry of this formula, charge and spin): 460.2 kJ/mol
- E: -348.02952 Ha